(1)
49
Properties=species:S:1:pos:R:3:forces:R:3 method="wB97M-V/def2-TZVPD" charge=0 relative_energy_kj_mol=216.7 orbital_gap_ha=0.1069 lumo_energy_ev=-2.641 homo_energy_ha=-0.204
C -0.71781 -3.44028 1.67611 -0.74 0.18 0.13
C -1.58168 -2.34810 1.61768 0.87 -0.64 0.16
C -1.14182 -0.97150 1.60255 -0.81 -0.23 0.00
N 0.22503 -0.70730 1.42484 1.31 -0.09 -0.95
C 1.00468 -1.35753 0.48599 0.38 -1.88 3.20
N 2.30692 -1.02417 0.70966 -0.76 0.11 0.16
C 3.43295 -1.87706 0.34875 0.34 -0.03 -0.08
C 2.34398 -0.08353 1.72438 -0.39 0.39 0.18
C 1.06761 0.14631 2.13702 0.54 -0.28 0.10
C -2.06177 0.07752 1.59278 -1.02 -0.24 0.04
C -1.64385 1.49894 1.40785 -0.20 0.46 0.12
C -3.43301 -0.20861 1.65315 0.99 0.84 0.07
C -3.90817 -1.52527 1.67472 0.59 -1.28 -0.14
C -5.39259 -1.76977 1.73999 -0.08 -0.10 0.00
C -2.99574 -2.57078 1.61733 -1.18 0.81 -0.22
H -1.13887 -4.42369 1.47830 0.17 0.11 0.42
H 0.77537 -2.40079 0.27059 0.14 0.77 -0.40
H 0.27833 -3.37239 2.10288 0.01 -0.01 -0.42
H 3.07795 -2.67549 -0.30801 0.09 0.23 0.07
H 4.19655 -1.28672 -0.17039 -0.19 -0.18 0.02
H 3.88509 -2.31654 1.24959 -0.23 0.13 -0.22
H 3.27174 0.32179 2.10488 -0.18 0.03 -0.22
H 0.71981 0.79155 2.93064 0.00 -0.18 -0.22
H -2.50517 2.14291 1.61651 0.27 0.00 -0.05
H -0.82514 1.80572 2.06442 -0.22 0.09 -0.20
H -1.34312 1.69921 0.37059 -0.05 -0.06 0.19
H -4.14020 0.62166 1.66058 0.17 -0.17 -0.02
H -5.60319 -2.82737 1.92397 -0.02 0.16 -0.03
H -5.85114 -1.17799 2.54183 0.09 -0.13 -0.12
H -5.88652 -1.48065 0.80289 0.13 -0.04 0.15
H -3.36315 -3.60076 1.61005 0.20 0.31 0.05
O 2.79684 3.70643 -5.45199 -0.38 -1.01 0.83
N 2.53017 2.71527 -4.79602 -0.27 -0.64 1.33
C 2.13642 2.44760 -3.49778 0.80 0.76 -1.99
C 2.01348 1.05731 -3.36799 0.27 -1.72 -1.64
N 2.31662 0.41995 -4.53731 -0.47 1.79 2.24
O 2.64231 1.43862 -5.39659 0.09 0.29 -0.13
C 1.45088 0.49883 -2.14035 -0.38 0.76 1.31
N 1.13512 -0.87664 -1.99920 -2.23 -0.67 0.34
O 1.76663 -1.81007 -2.49663 0.03 0.97 0.07
O 0.09873 -1.09219 -1.24783 1.75 0.85 -2.00
C 1.04592 1.34721 -1.08594 0.25 -0.42 -1.40
C 1.22201 2.73722 -1.27808 -0.51 2.16 0.53
N 0.73902 3.81726 -0.52584 0.62 -1.55 -0.80
O 0.20223 3.90287 0.56836 0.47 0.06 -0.98
O 0.98130 4.98416 -1.28604 0.12 -0.51 0.41
N 1.59759 4.68900 -2.47722 0.18 -3.05 0.45
C 1.74658 3.32768 -2.45442 -0.79 3.14 -0.02
H 0.52509 1.03017 -0.19124 0.18 -0.28 -0.33


(2)
50
Properties=species:S:1:pos:R:3:forces:R:3 method="wB97M-V/def2-TZVPD" charge=-1 relative_energy_kj_mol=73.3 multiplicity=6 orbital_gap_ha="0.1259 / 0.2322" lumo_energy_ev="2.511 / 2.503" homo_energy_ha="-0.034 / -0.140" s2=8.79
Cr -0.55080 0.10165 0.18288 -0.21 -0.12 -0.72
C -1.50020 2.16499 -0.78886 0.12 -0.12 -0.07
C -1.37611 2.33774 0.60973 0.12 0.02 0.17
C -2.17013 1.34614 1.23128 -0.13 -0.10 0.12
C -2.85464 0.61035 0.20434 -0.22 0.22 0.12
C -2.46463 1.14286 -1.03550 0.06 -0.08 0.11
C -2.91152 0.70962 -2.39754 0.02 0.03 0.00
C -3.84816 -0.48573 0.45824 0.07 -0.06 0.01
C -2.38413 1.18010 2.70895 0.02 0.00 -0.03
C -0.53081 3.34499 1.33929 -0.02 -0.04 -0.03
C -0.84227 2.97849 -1.86629 0.03 -0.05 0.02
H -2.06007 0.48327 -3.04390 -0.02 0.01 0.00
H -3.51039 1.48794 -2.88648 0.01 -0.02 0.01
H -3.51232 -0.19853 -2.35003 0.02 0.01 0.00
H -3.45605 -1.23379 1.15438 -0.02 0.03 -0.03
H -4.09477 -1.01596 -0.46177 0.01 -0.01 0.01
H -4.78017 -0.09628 0.88238 0.00 0.00 -0.01
H -3.20574 1.80808 3.07606 0.01 -0.01 -0.01
H -1.48732 1.44671 3.27382 -0.03 0.00 -0.01
H -2.62654 0.14428 2.95469 0.01 0.02 0.00
H 0.32025 2.88234 1.84736 -0.02 0.01 -0.01
H -1.11799 3.87596 2.09499 0.00 0.00 -0.01
H -0.13128 4.09511 0.65481 0.00 -0.01 0.00
H -0.34671 2.34009 -2.60349 -0.02 0.03 0.01
H -0.08253 3.64571 -1.45583 -0.01 -0.03 -0.01
H -1.57026 3.59265 -2.40668 -0.01 0.02 0.00
C 4.72655 -0.57547 1.21999 -0.18 0.03 0.09
O 3.43884 -0.05220 1.54727 0.40 -0.24 0.09
C 2.58033 0.30562 0.57544 0.03 -0.06 0.23
O 1.55104 0.84456 0.89441 -0.16 0.30 -0.15
N 3.01164 0.05445 -0.69662 0.06 0.07 -0.23
N 2.19349 0.49370 -1.74668 -0.22 -0.20 0.01
H 5.28978 -0.58631 2.14829 -0.03 0.01 0.04
H 5.23943 0.04777 0.49029 0.00 0.08 -0.05
H 4.65744 -1.59914 0.84698 -0.05 -0.04 -0.01
H 3.47954 -0.83066 -0.82470 0.03 -0.06 -0.02
H 1.54638 -0.25415 -2.01210 0.02 0.11 0.01
H 2.78405 0.77294 -2.51823 -0.04 -0.06 0.03
O -0.21253 -1.49127 1.23810 -0.01 -0.09 0.23
N -0.97713 -2.54751 0.82484 -0.06 0.03 -0.07
C -1.49770 -3.38245 1.81048 0.12 0.12 -0.01
C -2.22536 -4.48347 1.46042 0.00 -0.01 -0.09
C -2.44153 -4.80021 0.11006 0.00 -0.01 0.02
C -1.85903 -3.94135 -0.87259 0.02 0.01 0.08
C -1.12728 -2.83645 -0.52620 0.02 -0.07 0.07
S -0.44071 -1.71874 -1.68852 0.25 0.31 0.13
H -1.27886 -3.07053 2.82021 -0.01 0.00 -0.03
H -2.62855 -5.10345 2.25328 0.01 0.01 -0.01
H -3.02047 -5.66610 -0.18080 0.01 0.02 0.01
H -1.99328 -4.13031 -1.92887 -0.01 0.00 0.00


(3)
12
Properties=species:S:1:pos:R:3:forces:R:3 method="wB97M-V/def2-TZVPD" charge=0 multiplicity=3 orbital_gap_ha="0.2609 / 0.3055" lumo_energy_ev="0.763 / -2.021" homo_energy_ha="-0.233 / -0.380" s2=2.03
C 0.71486 -0.24001 0.69257 -1.95 -0.62 -0.53
C 1.97290 0.09258 0.29865 0.81 0.61 0.76
C -0.19958 -0.93486 -0.14569 4.64 -0.92 1.50
C -1.61473 0.73642 -0.41117 -1.20 3.33 -1.18
F 2.83176 0.84955 1.06443 -1.10 -0.96 -0.91
F -1.27079 1.81402 0.36448 -0.48 -0.96 -0.48
Cl 0.24330 -1.21348 -1.76155 -0.28 -0.52 -0.50
Cl -3.09597 0.00620 -0.04093 -0.05 0.13 0.05
H 0.18612 0.00919 1.61239 0.95 0.20 0.29
H 2.38865 -0.40187 -0.56764 0.50 0.50 0.03
H -0.81750 -1.60430 0.37629 -1.39 -0.65 -0.12
H -1.33902 0.88655 -1.48182 -0.45 -0.13 1.08


(4)
88
Properties=species:S:1:pos:R:3:forces:R:3 method="wB97M-V/def2-TZVPD" charge=0 relative_energy_kj_mol=0.0 multiplicity=5 orbital_gap_ha="0.2714 / 0.2783" lumo_energy_ev="0.250 / -0.097" homo_energy_ha="-0.262 / -0.282" s2=6.02
Fe 12.68851 17.10901 11.77167 0.55 0.68 1.31
S 15.13124 17.91925 12.20256 0.01 0.89 -0.06
C 14.17468 19.15484 11.45944 0.28 0.19 0.50
N 12.85552 19.03458 11.31368 0.70 2.41 -0.94
C 12.29148 20.25799 10.75531 0.52 -0.77 0.96
C 10.93353 20.58418 10.50910 0.48 -0.28 -0.45
C 10.69230 21.79381 9.86019 -0.06 0.04 -0.35
C 11.70812 22.75882 9.63916 -1.08 -0.94 0.10
C 12.99805 22.44637 9.97960 1.04 0.72 0.20
C 13.30391 21.20546 10.54298 -0.85 0.72 -0.84
S 14.90681 20.69179 10.96503 -1.06 -1.10 0.21
H 10.10232 19.90539 10.77362 0.76 0.32 -0.20
H 9.70522 21.96953 9.40066 0.38 0.06 0.79
H 11.40567 23.71572 9.22620 0.34 -0.10 -0.09
H 13.81598 23.17082 9.83576 -0.50 -0.32 0.04
C 12.99595 13.96273 11.81355 -0.85 -1.04 -0.06
N 11.60582 13.78817 11.36757 0.10 -0.09 -0.34
C 10.83264 14.78776 10.64403 -0.76 -0.35 -0.86
P 10.52859 16.46534 11.51842 -1.55 -1.30 -0.39
C 9.65301 17.07040 10.06916 -0.61 0.31 -0.13
C 10.42868 17.64068 9.07432 -0.17 0.46 -1.19
C 9.84254 18.08006 7.87468 -1.66 -0.60 0.69
C 8.41594 17.97886 7.69263 2.61 0.24 0.49
C 7.65887 17.47500 8.72094 0.06 -0.21 0.06
C 8.29066 16.95884 9.85020 -0.77 -0.01 0.54
C 9.41092 15.94939 12.87437 0.44 -1.42 1.11
C 8.07962 16.29628 13.06092 -0.47 0.58 -0.53
C 7.26743 15.62783 13.99557 -0.20 0.62 -0.72
C 7.84899 14.80395 14.92758 0.63 -0.63 1.01
C 9.21979 14.56298 14.91364 0.23 0.99 -1.89
C 9.96768 15.05916 13.83413 -1.34 0.49 -0.37
C 11.00250 12.56854 11.68764 -1.09 -1.20 -0.24
C 9.97786 11.95856 10.84402 1.81 1.24 0.05
C 9.41041 10.75305 11.19752 -0.17 -0.73 0.56
C 9.79485 10.04935 12.35194 1.26 2.06 0.49
C 10.80448 10.63797 13.17422 -0.53 -0.93 0.17
C 11.38160 11.88858 12.86138 -1.38 -0.83 -0.53
P 14.01708 15.29891 11.09996 -1.44 0.01 -1.24
C 13.86543 15.16932 9.28744 0.67 -1.05 -0.37
C 14.35327 16.17397 8.45316 0.59 0.20 -0.24
C 14.59432 15.98919 7.07266 -1.21 -1.07 1.43
C 14.19954 14.76225 6.50922 0.68 0.41 1.07
C 13.69448 13.74966 7.34076 0.13 1.38 0.11
C 13.54705 13.93381 8.70745 0.37 0.80 -0.77
C 15.66152 14.72148 11.50980 -0.33 -0.38 0.34
C 16.60555 14.38189 10.56228 0.01 -0.12 -0.52
C 17.89454 14.00405 10.92429 -1.03 0.47 0.81
C 18.21653 13.92855 12.27612 0.64 -0.28 -0.17
C 17.24727 14.26058 13.23356 1.06 -0.57 0.10
C 15.96576 14.58076 12.85860 -0.85 0.63 1.27
H 13.52376 13.00664 11.70060 -0.14 -0.01 -0.08
H 13.00522 14.14657 12.89144 0.27 0.22 0.26
H 9.85218 14.30500 10.34329 1.08 0.77 0.56
H 11.30716 15.05802 9.66276 -0.25 -0.13 0.75
H 11.49656 17.72140 9.24449 0.07 0.23 -0.21
H 10.41821 18.53174 7.09225 0.39 0.05 -0.20
H 7.99784 18.29580 6.76026 -0.30 0.28 -0.26
H 6.57820 17.50097 8.65155 0.02 -0.32 0.02
H 7.66753 16.48764 10.60204 0.07 0.09 -0.10
H 7.73627 17.16506 12.47861 -0.29 -0.75 0.32
H 6.17100 15.73463 13.97521 0.70 0.34 0.14
H 7.29683 14.35479 15.74623 -0.32 0.05 -0.25
H 9.74158 13.99583 15.63961 0.08 -0.62 0.71
H 10.98061 14.77036 13.69546 0.82 -0.41 0.12
H 9.79689 12.46856 9.87494 -0.26 -0.66 0.81
H 8.62781 10.24258 10.63270 0.21 0.61 -0.32
H 9.20153 9.19731 12.62400 0.33 -0.46 0.24
H 11.13802 10.09897 14.11296 -0.54 0.82 -1.16
H 11.92782 12.40392 13.62486 0.67 -0.03 0.10
H 14.70151 17.09934 8.90149 -0.12 0.09 0.05
H 15.06764 16.80984 6.57597 0.09 0.06 -0.65
H 14.42894 14.51654 5.49272 -0.14 0.10 -0.51
H 13.42831 12.82588 6.91051 -0.21 -1.02 -0.43
H 13.23718 13.11248 9.30094 -0.36 -0.62 0.55
H 16.31398 14.31756 9.51697 0.14 0.42 0.06
H 18.57083 13.87972 10.11887 0.84 -0.58 -0.33
H 19.21773 13.53383 12.56760 -0.88 0.71 -0.08
H 17.54657 14.27206 14.27679 -0.24 -0.24 -0.04
H 15.19056 14.72662 13.67311 0.99 0.14 -1.16
N 12.15491 17.36333 13.84085 0.27 -0.35 0.73
C 11.61131 18.66163 14.37785 -0.12 -1.45 0.23
C 10.56489 19.24532 13.48243 -1.33 -0.36 -2.04
O 10.41558 20.45283 13.57956 -0.29 0.36 0.11
O 9.89604 18.44997 12.67135 1.30 1.10 1.03
H 11.69314 16.50439 14.18330 -0.04 1.08 -0.01
H 13.11666 17.27860 14.12830 0.47 0.08 0.45
H 12.42302 19.36414 14.48946 0.24 0.11 -0.10
H 11.12406 18.55496 15.36341 0.37 -0.26 -0.25


(5)
47
Properties=species:S:1:pos:R:3:forces:R:3 method="wB97M-V/def2-TZVPD" charge=+1 relative_energy_kj_mol=92.4 multiplicity=4 orbital_gap_ha="0.2454 / 0.1813" lumo_energy_ev="-5.649 / -7.319" homo_energy_ha="-0.453 / -0.450" s2=3.77
Ni 0.16154 1.23696 0.13571 1.44 -0.62 0.73
C 3.26315 1.21815 0.04870 0.44 0.39 -1.23
Se 1.96001 0.00183 -0.89849 1.38 0.56 0.66
C 2.40239 -1.59499 0.21440 0.97 0.48 -1.52
C 1.89871 -1.67435 1.61935 -0.01 1.41 0.60
Se 0.65716 -0.13770 2.07670 -0.42 -0.22 1.12
C 1.53808 0.94698 3.51914 -0.02 0.23 0.23
H 4.10008 0.64063 0.46554 -0.68 -0.10 0.19
H 2.73493 1.85019 0.77887 0.42 -0.32 -0.23
H 3.75908 1.83009 -0.74004 -0.72 -0.17 0.54
H 3.50558 -1.63761 0.10036 -0.59 0.12 0.32
H 2.02988 -2.34024 -0.47603 -0.24 -0.46 0.43
H 2.68374 -1.54746 2.39998 -0.60 -0.59 -0.63
H 1.26667 -2.55135 1.68691 0.03 -0.17 0.58
H 2.64318 0.82809 3.45997 -0.84 0.49 -0.15
H 1.21140 0.58677 4.51605 0.03 -0.18 -0.80
H 1.13433 2.00029 3.44496 0.80 -1.14 -0.27
C -3.55818 -2.67206 -0.00057 2.75 1.81 -0.33
C -2.11935 -2.57780 -0.08243 -0.76 -1.48 0.24
C -1.46961 -1.37114 -0.31239 0.68 -0.91 -0.15
C -2.23230 -0.21387 -0.30161 -1.36 0.99 -0.36
C -3.61137 -0.24440 -0.33692 -1.43 -1.38 -0.34
C -4.25189 -1.49427 -0.25174 -0.97 0.49 0.35
N -1.65479 1.03953 -0.30319 -1.70 2.34 -1.43
N -2.34349 2.13157 -0.58366 1.15 -3.30 0.94
C -1.54153 3.24481 -0.52465 0.62 -0.56 0.37
C -2.02618 4.44807 -1.00049 0.18 0.22 -0.48
C -1.08566 5.45624 -1.28918 -0.53 -0.24 0.68
C 0.20992 5.36887 -0.79224 -1.06 0.03 -1.21
C 0.57948 4.20490 -0.16088 1.88 -0.42 1.61
C -0.18788 3.08187 -0.08807 -0.88 1.51 -0.87
H -3.99858 -3.62176 0.21044 -0.39 -0.29 -0.09
H -1.56336 -3.53977 0.01456 -0.36 1.20 -0.35
H -0.41563 -1.33311 -0.67525 -0.79 -0.30 0.72
H -4.16257 0.67966 -0.54737 0.15 -0.56 0.46
H -5.34437 -1.53759 -0.30607 0.38 0.15 -0.02
H -3.10883 4.51678 -1.15725 0.55 0.16 -0.34
H -1.37039 6.33242 -1.83645 -0.29 0.33 -0.04
H 0.89685 6.16517 -1.02201 0.25 0.07 0.31
H 1.52045 4.16228 0.37631 0.38 0.18 -0.33
F 0.96292 -2.91207 -1.99781 0.04 -0.46 1.26
P 0.85653 -4.54126 -1.60549 -0.77 -3.55 -2.56
F 1.44614 -4.82328 -3.13134 -0.60 0.22 1.50
F -0.68379 -4.53354 -2.18174 0.89 0.65 0.62
F 0.64526 -6.18912 -1.36745 0.58 2.00 0.11
F 0.29095 -4.24802 -0.06543 0.78 0.51 -0.95
F 2.37131 -4.63537 -1.03171 -0.76 0.89 0.11


Sequential total energy output: -1568.3920 -2495.4129 -1274.7306 -4642.0744 -7982.0560 Ha